Density functional theory data (ωB97M-V/def2-TZVPD) for C15H25NO2 in the gas phase.

Largest force on an atom = 0.6 eV/A
Charge = 0
SMILES = CCc1cccc(OCCCCNCCOC)c1
Relative energy (zero: lowest compared OMol25 entry of this formula, charge and spin) = 39.7 kcal per mole

```
43
Properties=species:S:1:pos:R:3:forces:R:3
C 2.20040 -4.82073 3.79370 0.16 0.00 -0.11
C 2.59153 -4.64001 2.32576 -0.13 -0.01 0.18
C 1.37103 -4.40028 1.48187 0.06 -0.16 -0.15
C 0.68868 -5.46157 0.90797 0.13 -0.01 0.07
C -0.45934 -5.23064 0.16755 -0.06 0.06 -0.01
C -0.93314 -3.94776 -0.00483 -0.03 0.18 0.00
C -0.25725 -2.86923 0.56852 -0.06 -0.20 -0.04
O -0.80016 -1.64269 0.34123 -0.09 -0.21 -0.12
C -0.15961 -0.50069 0.87218 0.00 0.45 0.25
C -0.93609 0.73120 0.42152 0.33 -0.44 -0.18
C -0.86694 0.92565 -1.09075 -0.33 0.20 0.20
C -1.55538 2.21784 -1.52303 0.15 -0.16 -0.15
N -0.88744 3.35956 -0.92207 0.22 -0.04 0.02
C -1.51000 4.64172 -1.17225 0.27 0.27 -0.32
C -1.29727 5.18108 -2.60117 -0.26 -0.18 0.25
O 0.06405 5.24643 -2.96822 0.01 -0.19 -0.08
C 0.77713 6.31259 -2.39369 0.03 0.04 0.04
C 0.89226 -3.10660 1.31177 -0.08 0.30 -0.02
H 1.52733 -5.66805 3.90268 -0.07 -0.06 0.05
H 1.69214 -3.93232 4.16190 -0.06 0.06 0.07
H 3.08265 -4.99557 4.40550 0.05 -0.02 0.12
H 3.10977 -5.53621 1.97920 0.05 0.06 -0.05
H 3.27695 -3.79436 2.23780 0.04 -0.05 -0.06
H 1.05617 -6.46893 1.03757 0.06 -0.11 0.01
H -0.98764 -6.05968 -0.28000 -0.05 -0.06 -0.05
H -1.82389 -3.74931 -0.57953 -0.11 0.03 -0.07
H -0.14445 -0.55513 1.97029 0.06 -0.05 -0.12
H 0.87623 -0.44482 0.50872 -0.06 -0.04 0.06
H -1.97743 0.61734 0.72497 -0.07 0.05 0.10
H -0.52706 1.61321 0.91413 -0.03 -0.03 0.08
H -1.34075 0.07787 -1.58645 0.08 -0.02 -0.08
H 0.17937 0.95833 -1.40424 0.08 -0.05 -0.08
H -2.59054 2.21903 -1.16729 -0.02 -0.03 -0.06
H -1.57461 2.26011 -2.62463 -0.10 0.00 0.09
H 0.07236 3.39693 -1.25761 -0.08 -0.01 0.05
H -1.09480 5.35355 -0.45144 -0.16 0.06 -0.04
H -2.58296 4.55713 -0.98375 0.00 0.08 0.04
H -1.77073 6.16893 -2.69877 0.02 -0.05 -0.03
H -1.75246 4.50136 -3.32589 -0.04 0.10 0.05
H 1.76268 6.30374 -2.85605 0.01 0.08 0.07
H 0.88902 6.20076 -1.30962 0.02 0.04 -0.01
H 0.28681 7.27168 -2.60139 0.03 -0.01 0.02
H 1.43342 -2.29144 1.76786 0.04 0.11 0.03
```
Forces are in eV/Å.

Density functional theory data (ωB97M-V/def2-TZVPD) for C15H25NO3 in the gas phase at a distorted geometry.

Largest force on an atom = 4.0 eV/A
Charge = 0
SMILES = CCN(CC)Cc1c(CC(C)C)oc(C)c1C(=O)O
Relative energy (zero: lowest compared OMol25 entry of this formula, charge and spin) = 53.7 kcal per mole

```
44
Properties=species:S:1:pos:R:3:forces:R:3
C -3.72126 1.27993 -0.84765 0.43 0.99 -0.16
C -2.54120 1.54993 -1.81093 -0.07 -2.23 1.04
N -1.41584 0.65059 -1.46038 -0.80 0.01 0.08
C -0.57493 0.32210 -2.61598 -1.12 -0.51 0.17
C -1.14063 -0.86767 -3.38991 -0.17 0.26 0.24
C -0.72658 1.01805 -0.20351 -0.15 -0.99 -0.73
C 0.16927 -0.14400 0.17175 1.64 -0.97 1.04
C 1.55168 -0.16156 0.43848 -2.66 2.58 -1.63
C 2.47975 1.05607 0.41250 0.47 -0.92 0.92
C 2.77250 1.58804 1.85181 -0.80 0.63 0.63
C 3.41564 0.54615 2.76609 0.71 -0.16 -0.12
C 1.44941 2.06274 2.52754 -0.13 0.16 -0.91
O 2.01315 -1.41677 0.57275 -0.84 -0.58 0.54
C 0.91956 -2.24317 0.52253 -0.79 -0.34 -0.44
C 1.11651 -3.68325 0.82112 -0.09 -0.24 0.34
C -0.24537 -1.56521 0.25220 2.47 2.39 0.72
C -1.57110 -2.12756 0.12707 0.01 -0.52 -0.43
O -1.73768 -3.10877 -0.55084 -0.76 -0.50 0.01
O -2.56369 -1.52585 0.81514 0.46 0.05 0.03
H -3.48750 1.73517 0.11720 -0.35 0.09 0.01
H -4.62795 1.72835 -1.26647 0.03 -0.01 0.30
H -3.88907 0.22502 -0.64596 0.16 -0.07 -0.39
H -2.88143 1.31739 -2.80701 0.10 -0.24 -0.46
H -2.21380 2.56593 -1.83028 0.09 1.14 0.21
H -0.55080 1.12715 -3.32661 0.27 0.94 -0.27
H 0.42209 0.10727 -2.29963 0.73 -0.10 0.27
H -1.11175 -1.78211 -2.83621 0.12 -0.54 0.61
H -0.58473 -1.03391 -4.29442 0.28 0.03 -0.58
H -2.18484 -0.71268 -3.64866 -0.12 0.19 -0.12
H -1.45376 1.23851 0.60835 0.33 -0.22 -0.66
H -0.15276 1.90786 -0.40566 0.58 0.64 0.37
H 3.41373 0.72535 -0.06967 -0.14 0.32 0.11
H 2.04887 1.88517 -0.16009 -0.08 -0.45 -0.09
H 3.41257 2.49539 1.87344 -0.10 -0.58 -0.72
H 3.96068 1.03588 3.58333 -0.06 -0.04 -0.19
H 2.64606 -0.05310 3.25244 0.05 -0.33 -0.21
H 4.14199 -0.10401 2.22355 -0.57 0.36 0.41
H 0.80653 1.22471 2.74892 -0.23 -0.48 -0.07
H 0.84646 2.74903 1.89491 0.51 -0.26 0.23
H 1.61002 2.54883 3.47674 0.36 0.30 0.30
H 1.64829 -3.77219 1.78366 -0.37 -0.08 -0.17
H 1.78655 -4.16533 0.08936 -0.56 0.04 0.06
H 0.09874 -4.16363 0.88001 1.31 0.27 -0.19
H -3.35340 -2.05983 0.65898 -0.14 -0.03 -0.10
```
Forces are in eV/Å.

Density functional theory data (ωB97M-V/def2-TZVPD) for a molecular structure, C15H26Br12O3Si2 at a distorted geometry.

Largest force on an atom = 11.0 eV/A
DFT total energy = -878377.07675 eV
Charge = 0

```
58
Properties=species:S:1:pos:R:3:forces:R:3
C -2.57764 -3.68583 0.77493 -4.89 1.38 -7.99
C -3.43887 -3.47323 -0.34373 6.89 -1.25 8.46
Si -4.53780 -2.96590 -1.84557 -0.83 1.12 1.12
O -4.62848 -1.23713 -2.14813 3.19 -1.51 0.61
Si -3.08066 -0.43786 -1.91753 -2.10 2.14 0.32
C -1.73345 -0.87732 -3.22211 1.74 -0.81 -0.85
C -0.66356 -1.91103 -2.46128 1.09 -4.72 -2.39
O -0.28657 -3.09368 -2.96139 -2.30 7.08 2.87
O -3.42497 1.29982 -1.79817 1.92 -2.26 -0.27
C -2.20851 2.07186 -1.50233 -0.28 1.74 0.05
C -1.92090 2.26880 0.12653 0.13 -0.40 -1.13
C -3.29451 2.05616 1.00297 0.55 0.87 1.18
C -0.69356 1.25074 0.50517 0.65 0.02 -0.04
C 0.20430 1.69011 1.80361 0.36 -0.48 0.45
C 0.57524 0.26634 2.59893 -1.09 0.58 -1.21
C -0.50819 2.76496 2.81514 0.41 -0.83 0.74
H -1.65602 -3.90459 1.50146 -2.73 0.53 -1.95
H -4.14278 -3.76924 -3.00183 0.45 0.21 -0.16
H -5.91853 -3.39405 -1.50723 0.26 0.24 0.02
H -2.58514 -0.82638 -0.57279 -0.02 -0.03 -0.41
H -2.16195 -1.33588 -4.22748 1.00 0.66 2.23
H -1.07578 0.05594 -3.56845 -1.55 -1.91 0.90
H -0.24077 -1.59243 -1.39114 -0.87 -0.49 -2.22
H -2.39983 3.16674 -1.93519 0.33 -2.41 0.76
H -1.28915 1.64611 -2.08862 -1.70 0.79 1.39
H -1.56019 3.40110 0.23371 -0.66 -2.57 -0.17
H -4.28686 2.33617 0.43576 2.17 -0.88 0.93
H -3.32259 0.98333 1.50342 -0.13 2.15 -1.34
H -3.22318 2.82686 1.91182 -0.20 -1.74 -1.88
H 0.05243 1.20836 -0.42538 -1.58 0.15 1.96
H -1.04041 0.11959 0.66518 0.34 2.55 -0.32
H 1.22415 2.14009 1.43972 -2.01 -0.75 0.60
H -0.47945 -0.24646 2.81840 2.37 1.04 -0.07
H 1.09167 -0.40961 1.77956 -0.70 1.25 1.93
H 1.21943 0.43447 3.56109 -1.22 -0.48 -1.92
H -0.93122 3.72625 2.29790 0.91 -1.92 0.96
H -1.37309 2.20438 3.39271 1.60 1.26 -1.20
H 0.29711 3.07144 3.64050 -1.76 -0.53 -1.84
C 0.80581 -6.26295 -2.07815 -0.04 0.24 -0.13
Br 0.84401 -7.58345 -3.50613 -0.01 0.27 0.39
Br -0.90707 -6.24279 -1.15640 0.50 -0.03 -0.24
Br 2.29045 -6.49053 -0.84187 -0.36 0.00 -0.27
H 0.92803 -5.28111 -2.54727 -0.13 -0.37 0.23
C 4.62098 0.39219 0.62002 0.19 -0.02 -0.06
Br 4.20653 2.12953 1.39084 0.09 -0.48 -0.20
Br 4.81676 -0.97810 1.98675 -0.14 0.37 -0.36
Br 3.32998 -0.12237 -0.74118 0.22 0.05 0.50
H 5.59107 0.48700 0.12104 -0.45 -0.04 0.22
C 5.52743 1.73283 5.61668 0.02 0.03 0.21
Br 3.66419 1.23498 5.36218 0.46 0.12 0.01
Br 6.73491 0.28061 5.15083 -0.30 0.39 0.10
Br 5.97307 3.37526 4.67425 -0.11 -0.42 0.22
H 5.66244 1.93062 6.68517 -0.06 -0.09 -0.51
C 2.37120 2.72226 -3.84594 0.19 0.14 -0.25
Br 2.11094 4.50622 -3.11516 0.05 -0.53 -0.12
Br 4.18014 2.07339 -3.54481 -0.47 0.27 -0.16
Br 1.03453 1.46969 -3.19119 0.57 0.36 -0.23
H 2.23487 2.79772 -4.92980 0.04 -0.06 0.51
```
Forces are in eV/Å.

Density functional theory data (ωB97M-V/def2-TZVPD) for a molecular structure, C15H26FO9STl at a distorted geometry.

Largest force on an atom = 4.3 eV/A
Charge = +2
Relative energy (zero: lowest compared OMol25 entry of this formula, charge and spin) = 76.7 kcal per mole

```
53
Properties=species:S:1:pos:R:3:forces:R:3
Tl -2.08995 -5.00980 -4.15762 0.00 0.11 0.00
F -0.57032 -1.77332 -0.96929 -0.05 -0.07 -0.07
O 0.77678 0.03992 -6.18427 0.85 0.14 1.05
C 1.62455 0.88088 -5.94185 -0.33 -0.13 -1.66
O 1.48645 2.08885 -6.41036 -1.57 1.68 -0.91
C 2.63780 2.93010 -6.29476 0.90 -0.27 0.60
C 3.47366 2.22032 -5.22844 -0.17 1.15 -0.70
C 3.00248 0.81859 -5.36989 0.04 -2.45 2.05
H 2.33497 3.91745 -5.94615 -0.15 -0.07 -0.53
H 3.19133 2.93236 -7.23375 -0.45 0.28 -0.19
H 3.13363 2.62237 -4.27406 0.52 -0.14 0.18
H 4.53677 2.37436 -5.41329 -0.07 -0.07 0.35
H 2.88331 0.41007 -4.36639 0.14 -0.48 0.00
H 3.55415 0.06320 -5.92948 0.30 0.36 -0.19
O 6.52114 -1.36271 5.05707 -0.73 2.01 -1.89
C 6.00118 -0.65203 4.18443 0.86 -1.68 1.65
O 4.75096 -0.89540 3.83527 -1.01 -0.66 1.15
C 4.21597 -0.07117 2.82741 1.26 1.31 -1.53
C 5.50220 0.59810 2.23908 -0.60 -0.50 -0.98
C 6.59233 0.42649 3.29751 0.09 0.42 -0.53
H 3.49915 0.70088 3.10705 0.02 -0.32 0.93
H 3.71068 -0.73013 2.12133 0.10 -0.03 -0.02
H 5.39010 1.63285 1.91532 -0.21 -0.03 0.30
H 5.77026 0.04173 1.34091 0.16 -0.05 0.01
H 6.77782 1.39383 3.76435 0.06 -0.37 0.62
H 7.52912 0.08734 2.85536 0.00 -0.09 0.29
O -1.70957 -3.24757 7.59533 -1.20 -0.51 -2.52
C -2.26037 -3.51120 6.51572 0.49 0.58 4.11
O -3.55448 -3.88754 6.46918 1.45 -0.23 0.43
C -3.85998 -4.05685 5.09930 -0.79 0.86 -1.73
C -2.53072 -4.27947 4.41855 -0.02 -2.31 -1.38
C -1.56690 -3.46724 5.17918 0.06 1.63 0.46
H -4.33257 -3.11898 4.80747 0.22 0.30 -0.34
H -4.62934 -4.77940 4.82708 0.27 -0.56 0.92
H -2.56885 -4.16400 3.33535 0.04 0.60 0.01
H -2.18455 -5.30774 4.52304 -0.51 -0.40 0.18
H -1.64308 -2.43676 4.83218 0.25 0.37 0.27
H -0.51517 -3.71529 5.32213 -0.25 -0.33 -0.38
O -7.04341 0.91663 -2.26159 4.24 0.16 0.60
S -5.57004 0.86894 -2.01682 -1.03 -0.37 -1.01
O -4.67794 -0.00886 -2.83036 -1.92 1.80 1.77
O -4.95202 2.44026 -2.05904 -1.28 -1.74 0.40
C -3.52483 2.56055 -2.01788 0.64 -0.25 -1.43
C -3.14330 3.89975 -2.58435 0.11 1.42 -0.50
C -5.22110 0.61662 -0.19209 -0.45 0.20 -1.82
H -3.14039 1.73922 -2.62263 0.26 0.09 -0.03
H -3.04735 2.50199 -1.03978 -0.64 -0.21 0.48
H -2.07350 3.98928 -2.77309 0.21 -0.30 0.53
H -3.44181 4.71848 -1.92962 0.15 -0.12 0.30
H -3.53992 4.22235 -3.54701 -0.57 -0.81 -0.12
H -4.13831 0.73001 -0.24521 -0.13 0.04 0.73
H -5.55729 -0.35475 0.17056 0.04 0.11 -0.31
H -5.80958 1.44662 0.19890 0.42 -0.09 0.41
```
Forces are in eV/Å.

Q: largest force on an atom of number 1 (C15H25NO2)?
A: 0.6 eV/A

Q: Look up the charge of the first one.
A: 0